1.
The following is a DFT calculation (ωB97M-V/def2-TZVPD) of a gas-phase ion, C2H5N2O (charge +1).

Structure (XYZ):
```
10
Properties=species:S:1:pos:R:3:mulliken_charge:R:1
C 0.5556 -1.1431 0.0085 -0.91
C -0.3221 0.2965 0.1433 0.54
N 0.4142 1.4624 0.0810 -0.37
N -1.4781 -0.0595 0.0474 0.55
O -2.5951 -0.3442 0.0529 -0.31
H 0.3888 -1.3993 1.0589 0.35
H 0.1144 -1.8290 -0.8584 0.36
H 1.5097 -0.7797 -0.4576 0.33
H 1.4080 1.4275 -0.1043 0.23
H 0.0047 2.3683 0.0284 0.23
```

Properties
E_HOMO: -15.21 eV
charge: +1
spin multiplicity: 1
Kohn-Sham gap: 8.2 eV
SMILES: CC(=[NH2+])N=O



2.
The following is a DFT calculation (ωB97M-V/def2-TZVPD) of a single C6H12O molecule.

Structure (XYZ):
```
19
Properties=species:S:1:pos:R:3:mulliken_charge:R:1
C -1.0824 -0.1928 -1.8223 -1.15
C -0.6770 -1.0154 -0.8531 0.73
O -1.5184 -1.7834 -0.1024 -0.47
C 0.7444 -1.1378 -0.3867 -0.71
C 0.9332 -0.5690 1.0349 -0.69
C 0.1242 0.7006 1.3231 -0.46
C 0.3844 1.8597 0.3527 -0.99
H -0.3582 0.4025 -2.3665 0.36
H -2.1325 -0.0426 -2.0604 0.22
H -2.4243 -1.6187 -0.3972 0.33
H 1.0456 -2.1930 -0.3991 0.34
H 1.3873 -0.6099 -1.0983 0.30
H 0.6585 -1.3339 1.7705 0.32
H 2.0017 -0.3613 1.1824 0.37
H 0.3437 1.0170 2.3497 0.40
H -0.9426 0.4436 1.3075 0.28
H -0.2693 1.7900 -0.5196 0.20
H 0.2007 2.8283 0.8272 0.34
H 1.4192 1.8557 -0.0118 0.27
```

Properties
E_HOMO: -8.83 eV
spin multiplicity: 1
Kohn-Sham gap: 9.7 eV
SMILES: C=C(O)CCCC